{
  "formula": "C8H13N4O2",
  "method": "wB97M-V/def2-TZVPD",
  "species": ["C", "C", "C", "C", "C", "C", "C", "C", "N", "N", "N", "N", "O", "O", "H", "H", "H", "H", "H", "H", "H", "H", "H", "H", "H", "H", "H"],
  "positions_angstrom": [[-1.8792, 1.2972, -0.0165], [0.3539, 0.2886, -0.3139], [-0.9154, -0.5670, 1.6317], [-2.9457, 1.9289, -0.3734], [1.4504, -2.1918, -0.5341], [-0.4822, -0.9332, 0.2624], [2.4084, -0.9229, -0.3140], [-0.1134, 2.4350, -1.3829], [1.6397, 0.2587, -0.4863], [-1.6887, 0.5884, 1.5713], [-0.5818, 1.2827, -0.4985], [0.3630, -2.1332, 0.4685], [-0.5232, -1.0753, 2.6291], [2.8220, -0.9729, 1.0757], [-2.9819, 2.6509, -1.2322], [-3.8204, 1.8533, 0.2660], [1.0878, -1.9904, -1.5106], [2.1269, -3.0692, -0.5070], [-1.4781, -1.0445, -0.2784], [3.2764, -0.8864, -1.0296], [-0.3957, 3.3546, -0.9999], [0.9357, 2.2709, -1.5861], [-0.5712, 2.2409, -2.2815], [-2.1802, 0.9168, 2.3986], [-0.2852, -2.9046, 0.2245], [0.7393, -2.2102, 1.4818], [3.6386, -0.4653, 1.3353]],
  "forces_ev_per_a": [[3.0, -2.5, 5.0], [-0.4, -2.3, 1.2], [-1.9, 4.4, -0.3], [-1.6, 1.5, -0.8], [3.6, 1.4, 0.4], [0.5, 0.7, -0.3], [-0.4, -0.6, 1.4], [0.5, -2.9, 1.2], [-2.8, 2.1, -0.8], [-0.4, -0.3, -3.4], [2.6, 2.0, -1.8], [-0.1, -1.5, -1.0], [0.6, -1.6, 1.6], [0.6, -0.2, -0.4], [0.1, -1.2, 0.7], [0.1, 0.2, -0.2], [-0.8, -0.5, -0.9], [-1.1, 0.1, 0.4], [1.7, -0.7, 0.0], [-0.9, -0.4, 0.7], [-0.2, 1.7, 0.9], [0.3, 0.4, 0.5], [-1.3, 0.0, -2.3], [0.1, 0.1, -0.4], [0.7, 0.0, 0.9], [-1.0, 0.4, -1.4], [-1.3, -0.6, -1.0]],
  "nbo_charge": [0.360, 0.515, 0.648, -0.450, -0.272, -0.249, 0.242, -0.391, -0.510, -0.655, -0.465, -0.525, -0.565, -0.761, 0.258, 0.255, 0.227, 0.259, 0.283, 0.212, 0.220, 0.251, 0.201, 0.434, 0.450, 0.509, 0.517],
  "largest_force_ev_per_a": 6.34,
  "total_energy_ev": -18553.0487,
  "smiles": "C=C1NC(=O)[C@@H]2[NH2+]C[C@H](O)N=C2N1C",
  "total_charge": 1,
  "relative_energy_kcal_mol": 50.6,
  "gap_ev": 9.55
}

=====

{
  "formula": "C34H57ClIN5O8S",
  "method": "wB97M-V/def2-TZVPD",
  "species": ["C", "O", "C", "C", "C", "C", "C", "C", "C", "C", "C", "C", "C", "S", "N", "C", "N", "C", "I", "C", "C", "C", "N", "C", "C", "C", "C", "O", "O", "C", "C", "C", "C", "O", "C", "O", "C", "C", "O", "Cl", "H", "H", "H", "H", "H", "H", "H", "H", "H", "H", "H", "H", "H", "H", "H", "H", "H", "H", "H", "H", "H", "H", "H", "H", "H", "H", "H", "H", "H", "H", "H", "H", "H", "H", "H", "H", "H", "H", "H", "H", "H", "H", "H", "C", "O", "N", "C", "C", "H", "H", "H", "H", "H", "H", "H", "C", "O", "N", "C", "C", "H", "H", "H", "H", "H", "H", "H"],
  "positions_angstrom": [[-2.6674, 4.9751, -0.3908], [-1.8166, 4.6056, -1.5327], [-2.1200, 5.5164, -2.6479], [-1.0066, 5.5131, -3.8552], [-0.5648, 4.0236, -4.3798], [-1.7698, 2.9042, -4.3735], [-1.3720, 1.7948, -3.2142], [-2.6893, 0.8538, -2.9696], [-2.9888, 0.4598, -1.4053], [-3.0635, -1.1731, -1.2931], [-1.6690, -1.9567, -1.7587], [-0.8080, -2.6163, -0.5466], [0.3776, -1.7018, 0.1477], [0.4001, 0.0508, -0.6223], [0.1802, -1.4200, 1.6292], [-1.1535, -0.7171, 1.9659], [-1.6157, -1.0481, 3.4077], [1.3458, -0.9263, 2.4289], [1.6560, -2.5144, 3.9975], [1.1177, 0.5467, 3.1851], [1.0550, 2.0037, 2.3643], [0.8114, 3.3304, 3.2675], [0.6011, 3.4993, 4.7374], [0.5930, 2.2284, 5.5232], [0.8535, 0.7831, 4.7828], [2.8127, -0.8089, 1.7419], [4.0564, -1.2932, 2.7573], [4.8175, -2.3673, 2.6019], [4.4156, -0.3972, 3.9076], [2.9807, -1.3382, 0.2043], [1.7822, -2.4072, -0.2696], [2.2570, -3.7833, 0.4037], [1.2741, -5.0299, 0.6341], [0.3027, -4.9465, 1.7325], [-0.8418, -5.8506, 1.5468], [-1.6934, -6.0471, 2.5919], [1.9456, -2.6257, -1.9214], [3.4697, -2.5007, -2.4810], [4.4446, -3.4095, -2.4123], [3.9179, -0.8865, -3.3452], [-2.4828, 6.0750, -0.0361], [-3.8019, 4.9264, -0.7407], [-2.5543, 4.2590, 0.5283], [-3.2069, 5.2989, -3.0537], [-2.1412, 6.6083, -2.1940], [-1.3236, 6.1782, -4.7884], [-0.0252, 6.0194, -3.4173], [-0.0317, 4.1141, -5.4388], [0.2793, 3.6428, -3.6409], [-1.7574, 2.3913, -5.4464], [-2.8519, 3.3541, -4.2517], [-0.9261, 2.2570, -2.2364], [-0.5399, 1.1016, -3.7069], [-2.5582, -0.1034, -3.6703], [-3.6382, 1.4219, -3.4195], [-4.0973, 0.8480, -1.1853], [-2.3130, 0.9916, -0.6152], [-3.9222, -1.4872, -2.0646], [-3.4788, -1.5713, -0.2484], [-1.0607, -1.3756, -2.5804], [-2.1031, -2.8913, -2.3737], [-1.6003, -2.9689, 0.2764], [-0.4168, -3.6530, -0.9914], [0.5318, -0.0082, -2.0095], [-0.0424, -2.3995, 1.9952], [-2.0725, -1.1467, 1.3428], [-1.1700, 0.4249, 1.7319], [-2.2026, -1.9339, 3.3553], [-2.2105, -0.2360, 3.7019], [1.2194, 2.0781, 1.2105], [0.8111, 4.3534, 2.6485], [0.3928, 2.2970, 6.6981], [0.8043, -0.1341, 5.5383], [3.0848, 0.3534, 1.6354], [3.1863, -0.4930, -0.5907], [3.9844, -1.9871, 0.1901], [2.8330, -3.5791, 1.4303], [3.1379, -4.1973, -0.2969], [1.9646, -5.9682, 0.9077], [0.7001, -5.3967, -0.3473], [-1.0497, -6.3664, 0.5175], [1.1723, -2.0093, -2.5449], [1.6308, -3.7682, -2.0797], [0.8298, -10.0520, 1.7041], [0.4868, -9.5029, 0.6651], [0.4150, -9.7000, 2.9709], [0.8678, -10.4018, 4.1545], [-0.5045, -8.5916, 3.1252], [1.5267, -10.9061, 1.7003], [-0.0003, -10.8198, 4.6725], [1.3807, -9.6936, 4.8119], [1.5546, -11.2117, 3.8943], [-1.4216, -8.8102, 2.5697], [-0.0471, -7.6893, 2.7083], [-0.7424, -8.4306, 4.1801], [-0.5834, 8.5434, -1.6809], [-1.7837, 8.7158, -1.8489], [0.3989, 9.4874, -1.8928], [1.8022, 9.2050, -1.6704], [0.0165, 10.8063, -2.3533], [-0.1844, 7.5768, -1.3323], [2.1870, 9.8952, -0.9140], [2.3458, 9.3495, -2.6087], [1.9480, 8.1776, -1.3260], [-0.6642, 11.2546, -1.6232], [-0.5062, 10.7115, -3.3099], [0.8966, 11.4433, -2.4759]],
  "forces_ev_per_a": [[-1.3, 0.3, 0.0], [-0.9, 1.1, 0.2], [-0.4, 1.5, -0.4], [0.8, -0.2, 0.3], [0.5, 0.2, 0.3], [1.3, -0.1, -0.4], [-0.7, -0.7, -1.3], [0.0, 0.2, -0.5], [-1.7, -0.3, -0.2], [-0.4, 0.2, -0.6], [-1.6, -1.3, -0.6], [-1.3, -1.0, 0.3], [0.3, -0.7, -4.1], [-0.1, 0.1, 0.1], [-1.9, -1.7, -0.2], [-4.0, 0.5, 0.2], [0.0, 0.3, -1.9], [3.0, 2.1, 2.7], [-0.7, 0.6, -0.4], [-1.6, 4.7, 2.3], [-0.3, -0.6, 4.6], [0.3, -2.0, 0.2], [0.6, -5.5, -2.2], [0.8, -0.3, -4.6], [-0.3, 1.4, -1.0], [1.3, 1.9, -1.4], [5.4, 0.1, 5.1], [-4.5, 4.3, -0.9], [-3.2, -3.8, -6.3], [1.2, -1.6, -0.2], [2.7, 1.5, 0.5], [1.0, -0.8, 1.0], [1.1, -2.3, -1.4], [-2.7, -2.1, -1.6], [-3.5, 0.5, 6.0], [5.7, 1.8, -7.2], [-1.1, -1.4, 0.1], [4.9, -4.2, 0.4], [-7.1, 6.0, -0.3], [-0.9, -1.9, 1.1], [-0.1, -1.9, -0.7], [2.2, 0.1, 0.8], [0.2, 1.2, -2.0], [2.1, 0.2, 0.7], [-0.1, -2.1, -1.1], [0.2, -1.4, 2.3], [-2.0, -1.0, -0.9], [-1.3, -0.1, 2.2], [-1.8, 0.7, -1.5], [-0.1, 0.8, 2.4], [2.3, -0.8, 0.1], [-1.2, -0.6, -1.9], [-1.5, 1.5, 1.1], [-0.4, 1.9, 1.7], [2.1, -1.2, 1.1], [2.4, -0.8, -0.3], [-1.0, -1.1, -1.7], [2.0, 0.7, 1.6], [1.2, 0.9, -2.1], [-1.1, -0.9, 2.0], [1.2, 1.8, 1.4], [1.7, 0.8, -1.7], [-0.3, 2.5, 1.2], [-0.1, -0.7, 1.4], [0.7, 1.0, -0.2], [2.8, 0.7, 0.4], [0.7, -2.3, 0.7], [0.9, 1.7, 0.2], [0.8, -1.2, -0.2], [-0.3, -0.1, 2.5], [0.0, -2.5, 1.7], [0.6, -0.2, -3.0], [0.3, 2.1, -2.1], [-0.9, -2.5, 0.5], [-0.9, -1.5, 1.9], [-2.1, 1.3, 0.2], [-1.3, -0.3, -2.1], [-2.1, 0.9, 1.5], [-1.3, 2.2, -0.6], [1.2, 1.0, 1.9], [0.9, 1.1, 1.8], [1.9, -0.9, 1.1], [0.9, 2.5, 0.1], [-0.4, 0.4, 0.7], [0.0, 0.0, 0.7], [0.6, -0.6, -1.3], [-0.1, 0.2, -0.1], [0.2, -0.1, -0.4], [0.0, 0.0, 0.1], [0.2, -0.1, 0.1], [0.0, -0.2, 0.1], [-0.1, 0.2, 0.0], [0.0, 0.2, 0.1], [-0.1, -0.4, 0.3], [0.1, 0.0, -0.2], [0.4, 0.9, -0.2], [0.8, 0.2, 0.0], [-0.9, -1.2, 0.3], [-0.1, 0.1, -0.1], [-0.3, 0.0, 0.0], [0.1, 0.0, 0.0], [0.2, -0.1, -0.1], [0.1, -0.1, 0.2], [-0.1, 0.2, -0.1], [0.0, 0.1, -0.2], [0.0, 0.2, 0.1], [-0.1, -0.2, 0.1]],
  "mulliken_charge": [-0.673, -0.126, -0.355, -0.476, -0.585, -0.705, -0.051, -0.813, -0.102, -0.971, -0.453, -0.107, 0.084, 0.050, 1.240, -0.679, -0.469, -1.130, 0.162, 0.605, -0.162, -0.339, -0.484, -0.256, -0.489, 0.562, 0.112, -0.605, -0.719, -1.234, 0.224, -0.691, -0.779, -0.144, 0.224, -0.551, -0.173, 0.321, -0.489, -0.190, 0.218, 0.291, 0.197, 0.277, 0.201, 0.292, 0.125, 0.392, 0.177, 0.348, 0.315, 0.178, 0.128, 0.335, 0.448, 0.396, -0.095, 0.408, 0.321, 0.144, 0.368, 0.387, -0.008, 0.092, 0.278, 0.012, 0.419, 0.293, 0.308, 0.237, 0.270, 0.289, 0.147, 0.480, 0.180, 0.486, 0.201, 0.373, 0.334, 0.278, 0.331, 0.295, 0.318, 0.073, -0.578, 0.173, -0.912, -0.630, 0.294, 0.326, 0.321, 0.299, 0.334, -0.101, 0.373, 0.161, -0.677, 0.113, -0.952, -0.963, 0.293, 0.358, 0.343, 0.321, 0.294, 0.305, 0.386],
  "largest_force_ev_per_a": 9.30,
  "total_energy_ev": -91448.2288,
  "smiles": "COCCCCCCCCCC[C@@]1(S)[N@H+](CN)[C@](I)(c2ccncc2)[C@@H](C(=O)[O-])C[C@]1(CCOC=O)CC(=O)Cl.CN(C)C=O.CN(C)C=O",
  "gap_ev": 6.42
}